34
Properties=species:S:1:pos:R:3:nbo_charge:R:1 method="wB97M-V/def2-TZVPD" de_lowest_kcal_mol=0.0 orbital_gap_ev=8.66 total_charge=0 largest_force_ha_per_bohr=0.02562 e_homo_ev=-8.30 energy_ev=-46334.410 smiles="Cn1c(SCC(=O)Nc2nccs2)nnc1-c1ccccn1"
C -0.33 -2.20 0.65 -0.435
N -0.24 -1.30 -0.46 -0.343
C 0.90 -0.75 -0.95 0.181
S 2.46 -1.04 -0.24 0.267
C 3.30 0.52 -0.68 -0.630
C 3.84 1.14 0.59 0.683
O 5.01 1.24 0.84 -0.565
N 2.91 1.51 1.54 -0.644
C 1.55 1.61 1.41 0.254
N 0.90 1.87 0.33 -0.480
C -0.44 1.90 0.53 -0.041
C -0.84 1.65 1.80 -0.453
S 0.51 1.35 2.82 0.353
N 0.64 0.03 -1.98 -0.305
N -0.67 0.00 -2.18 -0.267
C -1.22 -0.79 -1.28 0.271
C -2.65 -1.03 -1.19 0.150
C -3.48 -0.44 -2.14 -0.214
C -4.84 -0.66 -2.05 -0.164
C -5.33 -1.45 -1.02 -0.259
C -4.42 -1.99 -0.13 0.045
N -3.11 -1.79 -0.20 -0.444
H 0.09 -3.17 0.38 0.207
H 0.24 -1.80 1.49 0.217
H -1.38 -2.31 0.91 0.270
H 4.13 0.29 -1.34 0.255
H 2.56 1.15 -1.17 0.310
H 3.30 1.74 2.44 0.421
H -1.07 2.12 -0.31 0.230
H -1.84 1.62 2.19 0.245
H -3.04 0.17 -2.92 0.248
H -5.52 -0.22 -2.77 0.221
H -6.38 -1.65 -0.92 0.222
H -4.74 -2.61 0.70 0.193

---

96
Properties=species:S:1:pos:R:3:lowdin_spin:R:1 method="wB97M-V/def2-TZVPD" s2=6.049 de_lowest_kcal_mol=9.8 orbital_gap_ev="7.46 / 5.37" multiplicity=5 total_charge=+2 largest_force_ha_per_bohr=0.01965 e_homo_ev="-13.07 / -14.34" energy_ev=-126915.493
Ru -0.11 0.37 0.56 2.411
C 2.07 1.18 0.56 0.036
C 1.13 2.23 0.92 0.057
C 0.53 1.84 2.18 0.097
C 1.05 0.51 2.43 -0.018
C 2.12 0.19 1.55 0.117
C 3.13 -0.93 1.72 0.016
C 2.80 -2.07 0.76 0.025
C 4.52 -0.37 1.40 0.007
C 3.10 -1.44 3.16 0.001
C -0.47 2.49 3.13 0.013
C -0.59 1.66 4.42 0.000
C -1.89 2.56 2.53 0.011
C 0.03 3.88 3.54 0.006
C 1.08 3.50 0.08 0.006
C 1.53 3.21 -1.36 -0.001
C -0.29 4.17 0.00 0.002
C 2.11 4.47 0.69 0.003
H 2.70 1.22 -0.32 0.002
H 0.79 -0.06 3.30 0.001
H 2.84 -1.73 -0.28 0.005
H 1.81 -2.49 0.96 0.008
H 3.53 -2.88 0.87 0.002
H 4.61 -0.06 0.36 0.000
H 5.27 -1.14 1.58 0.001
H 4.76 0.48 2.04 0.001
H 2.16 -1.93 3.41 0.000
H 3.28 -0.64 3.88 0.000
H 3.89 -2.19 3.30 0.000
H -1.01 0.67 4.24 0.000
H -1.26 2.17 5.11 0.000
H 0.38 1.55 4.93 0.000
H -2.34 1.56 2.51 0.001
H -1.91 2.97 1.53 0.002
H -2.52 3.19 3.16 0.001
H 1.05 3.83 3.92 0.000
H -0.61 4.27 4.33 0.001
H 0.00 4.59 2.72 0.000
H 0.92 2.42 -1.82 0.000
H 2.58 2.94 -1.43 0.000
H 1.40 4.11 -1.96 0.000
H -1.04 3.49 -0.41 0.000
H -0.22 5.02 -0.69 0.000
H -0.64 4.56 0.95 0.000
H 3.11 4.02 0.71 0.000
H 1.85 4.76 1.71 0.000
H 2.16 5.38 0.08 0.001
S -5.12 -3.79 1.92 0.002
C -3.83 -2.56 1.77 0.009
C -4.03 -1.42 1.00 0.000
C -2.95 -0.60 0.73 0.014
N -1.72 -0.84 1.22 0.032
C -1.56 -1.87 2.06 0.015
C -2.59 -2.75 2.36 0.000
C -4.90 -4.34 0.22 0.001
C -3.96 -5.32 -0.09 0.001
C -3.75 -5.63 -1.43 0.000
N -4.40 -5.04 -2.42 0.000
C -5.32 -4.14 -2.12 0.000
C -5.62 -3.75 -0.81 0.000
H -4.99 -1.20 0.57 0.000
H -3.05 0.27 0.10 0.001
H -0.57 -2.02 2.46 0.002
H -2.41 -3.60 3.01 0.000
H -3.42 -5.84 0.69 0.000
H -3.03 -6.39 -1.70 0.000
H -5.87 -3.70 -2.94 0.000
H -6.39 -3.02 -0.61 0.000
C 1.58 -3.55 -2.14 0.030
As 0.18 -2.27 -1.69 0.303
C -1.27 -3.47 -1.15 0.032
C -0.29 -1.37 -3.43 0.077
C -0.92 -2.44 -4.19 0.114
C -2.31 -2.68 -4.05 0.088
C -2.90 -3.71 -4.74 0.013
C -2.12 -4.53 -5.57 0.188
C -0.75 -4.29 -5.73 0.018
C -0.14 -3.27 -5.04 0.090
H 1.22 -4.24 -2.90 0.006
H 1.83 -4.12 -1.24 0.001
H 2.46 -3.03 -2.50 0.000
H -1.44 -4.24 -1.90 0.003
H -2.20 -2.92 -0.98 0.000
H -0.95 -3.95 -0.22 0.001
H 0.66 -1.03 -3.82 0.003
H -0.94 -0.53 -3.19 0.001
H -2.90 -2.03 -3.41 0.003
H -3.96 -3.89 -4.64 -0.002
H -2.59 -5.34 -6.10 0.008
H -0.17 -4.92 -6.39 -0.002
H 0.91 -3.08 -5.17 0.003
F -0.93 0.90 -1.18 0.127
B -2.70 1.45 -2.38 0.000
F -1.98 1.92 -3.37 0.000
F -3.19 2.23 -1.44 0.000
F -3.13 0.18 -2.44 0.001

---

72
Properties=species:S:1:pos:R:3:lowdin_spin:R:1 method="wB97M-V/def2-TZVPD" s2=0.756 de_lowest_kcal_mol=12.9 orbital_gap_ev="5.39 / 6.32" multiplicity=2 total_charge=-2 largest_force_ha_per_bohr=0.01078 e_homo_ev="-1.82 / -2.75" energy_ev=-299186.025
Cs -0.52 -1.65 -0.14 0.000
Br -3.68 0.91 -0.68 0.000
C -4.32 -0.61 0.27 0.000
C -5.66 -0.95 0.19 0.000
C -6.06 -2.07 0.90 0.000
C -5.14 -2.77 1.65 0.000
C -3.81 -2.34 1.66 0.000
N -3.42 -1.27 0.97 0.000
C -2.75 -3.12 2.48 0.000
O -3.19 -4.07 3.14 0.000
O -1.57 -2.70 2.38 0.000
H -6.34 -0.37 -0.42 0.000
H -7.10 -2.38 0.87 0.000
H -5.39 -3.65 2.23 0.000
Se 1.37 2.54 4.68 0.402
Se 1.92 4.48 2.58 0.425
C 2.00 3.49 0.96 0.040
C 1.85 4.20 -0.25 0.021
C 1.96 3.53 -1.45 0.003
C 2.22 2.16 -1.44 0.002
C 2.32 1.54 -0.21 0.000
N 2.22 2.18 0.97 0.003
C -0.38 2.13 4.06 0.029
C -1.35 3.13 3.92 0.014
C -2.60 2.78 3.45 -0.001
C -2.87 1.46 3.13 0.019
C -1.86 0.53 3.29 -0.003
N -0.64 0.86 3.74 0.024
H 1.64 5.26 -0.22 0.008
H 1.85 4.07 -2.39 0.000
H 2.32 1.59 -2.35 0.000
H 2.50 0.47 -0.15 0.000
H -1.09 4.15 4.15 0.000
H -3.36 3.55 3.32 -0.001
H -3.84 1.15 2.74 0.001
H -1.99 -0.51 3.02 -0.001
C 1.74 -1.34 4.85 0.005
C 2.48 -1.81 3.66 0.000
N 3.32 -2.80 3.62 0.001
N 3.67 -2.88 2.30 0.000
C 3.05 -1.99 1.52 0.000
S 3.18 -1.83 -0.15 0.000
N 2.30 -1.28 2.40 0.000
N 1.45 -0.23 2.04 0.000
H 2.11 -1.87 5.73 0.000
H 0.67 -1.54 4.73 0.000
H 1.86 -0.26 4.98 0.010
H 4.29 -3.60 1.97 0.000
H 1.98 0.65 1.98 0.000
H 0.76 -0.09 2.79 0.000
Te -0.52 1.00 -4.04 0.000
C 1.48 0.36 -4.23 0.000
C 1.91 -0.76 -3.53 0.000
C 3.23 -1.17 -3.62 0.000
C 4.13 -0.45 -4.40 0.000
C 3.70 0.67 -5.10 0.000
C 2.38 1.07 -5.03 0.000
H 1.22 -1.33 -2.92 0.000
H 3.55 -2.04 -3.06 0.000
H 5.17 -0.76 -4.45 0.000
H 4.40 1.23 -5.70 0.000
H 2.05 1.95 -5.57 0.000
F -1.55 -1.42 -3.00 0.000
P -1.60 -2.77 -3.97 0.000
F -2.68 -3.42 -2.98 0.000
F -0.41 -3.40 -3.06 0.000
F -1.60 -4.07 -4.91 0.000
F -2.77 -2.09 -4.83 0.000
F -0.48 -2.06 -4.92 0.000
S 0.20 5.61 -5.09 0.000
C 0.08 4.06 -4.68 0.000
N 0.03 2.93 -4.39 0.000

---

132
Properties=species:S:1:pos:R:3:mulliken_charge:R:1 method="wB97M-V/def2-TZVPD" de_lowest_kcal_mol=59.6 orbital_gap_ev=9.08 total_charge=0 largest_force_ha_per_bohr=0.09888 e_homo_ev=-9.67 energy_ev=-3148062.939
C -7.32 7.69 -7.04 -0.387
O -6.81 6.38 -6.66 -0.336
C -6.36 5.62 -7.81 0.005
C -4.94 4.95 -7.40 -0.060
C -5.11 3.46 -6.82 -0.830
C -4.03 3.22 -5.67 -0.230
C -4.07 1.71 -5.09 -0.904
C -2.61 1.12 -4.78 -0.865
C -1.81 1.98 -3.67 0.411
C -1.53 1.09 -2.34 -0.185
C -0.08 0.36 -2.38 -0.465
C 1.03 1.19 -1.52 1.003
C 1.44 0.48 -0.14 -1.317
C 2.98 0.76 0.30 0.498
C 3.43 2.28 0.56 -0.315
Br 1.88 3.52 0.91 0.141
C 4.43 2.48 1.81 -0.079
C 3.66 2.46 3.25 -0.837
Br 6.03 1.30 1.78 -0.108
O 3.05 -0.08 1.52 -0.356
S 3.90 -1.51 1.35 1.329
O 4.71 -1.70 2.59 -0.563
O 3.16 -2.76 1.01 -0.620
O 4.76 -1.11 -0.07 -0.499
C 3.88 -0.13 -0.72 -0.126
C 4.46 0.56 -2.04 0.045
C 6.06 0.71 -2.06 -0.200
O 6.86 -0.21 -2.29 -0.519
I 6.91 2.71 -1.68 0.015
H -6.71 8.20 -7.86 0.061
H -7.25 8.36 -6.11 0.248
H -8.44 7.66 -7.32 0.236
H -7.14 4.83 -8.07 0.327
H -6.18 6.30 -8.71 -0.195
H -4.30 4.92 -8.35 0.333
H -4.45 5.61 -6.59 -0.232
H -6.17 3.36 -6.36 0.305
H -4.98 2.74 -7.69 0.294
H -3.01 3.48 -6.10 0.434
H -4.25 3.92 -4.78 0.241
H -4.74 1.64 -4.15 0.264
H -4.56 1.02 -5.87 0.383
H -2.76 0.05 -4.40 0.398
H -1.99 1.04 -5.74 0.287
H -2.48 2.89 -3.44 0.045
H -0.84 2.42 -4.11 -0.062
H -2.39 0.34 -2.23 0.539
H -1.61 1.80 -1.44 -0.517
H -0.22 -0.69 -1.97 0.468
H 0.26 0.39 -3.47 -0.186
H 1.90 1.51 -2.18 -0.326
H 0.49 2.17 -1.22 -0.019
H 1.21 -0.65 -0.17 0.634
H 0.74 0.89 0.69 0.036
H 4.00 2.66 -0.36 0.323
H 4.83 3.55 1.72 0.342
H 3.31 3.52 3.54 0.233
H 2.69 1.84 3.18 0.224
H 4.32 2.07 4.09 0.335
H 3.08 -0.84 -1.17 0.420
H 4.22 -0.15 -2.92 0.369
H 4.04 1.59 -2.27 0.314
C 2.95 -5.68 3.64 -0.191
Br 4.37 -6.95 4.02 0.014
Br 1.25 -6.58 3.33 -0.030
Br 2.80 -4.32 5.02 0.018
H 3.21 -5.17 2.72 0.247
C 5.49 -4.74 8.38 -0.195
Br 7.32 -5.32 8.59 -0.015
Br 4.23 -6.15 8.81 0.067
Br 5.12 -3.11 9.37 -0.033
H 5.35 -4.50 7.32 0.209
C -2.34 4.36 1.76 -0.115
Br -3.20 5.31 0.30 0.004
Br -1.61 2.66 1.18 -0.072
Br -1.00 5.46 2.64 0.023
H -3.11 4.15 2.50 0.145
C 5.88 -10.79 5.76 -0.383
Br 5.44 -9.50 7.13 0.015
Br 4.31 -11.72 5.10 -0.009
Br 6.90 -9.99 4.31 -0.041
H 6.53 -11.54 6.22 0.392
C 3.01 7.12 1.34 -0.163
Br 4.57 6.55 0.34 -0.015
Br 3.32 8.79 2.28 -0.046
Br 1.43 7.20 0.23 0.084
H 2.83 6.36 2.10 0.105
C -1.13 -2.98 4.73 -0.187
Br -1.13 -2.43 6.59 -0.011
Br -2.92 -3.04 3.99 -0.020
Br 0.05 -1.88 3.66 0.097
H -0.73 -3.99 4.70 0.129
C 3.86 -12.62 1.33 -0.140
Br 2.98 -10.89 1.38 0.046
Br 2.77 -13.96 0.45 -0.026
Br 5.63 -12.51 0.56 -0.020
H 3.98 -12.94 2.37 0.117
C -6.19 8.95 -11.14 -0.347
Br -4.78 7.65 -10.86 0.001
Br -7.92 8.09 -11.42 0.004
Br -6.26 10.26 -9.72 -0.017
H -5.95 9.48 -12.06 0.340
C -5.69 6.21 3.86 -0.326
Br -5.61 7.86 2.85 -0.005
Br -6.65 4.82 2.89 -0.019
Br -3.93 5.61 4.41 -0.023
H -6.25 6.41 4.76 0.355
C 2.90 0.77 -6.48 -0.428
Br 4.75 0.18 -6.44 -0.034
Br 1.67 -0.69 -6.13 -0.041
Br 2.60 2.28 -5.30 0.001
H 2.70 1.11 -7.49 0.425
C 2.34 -8.74 10.88 0.207
Br 3.76 -10.00 11.27 -0.010
Br 0.65 -9.64 10.57 -0.031
Br 2.19 -7.38 12.25 -0.008
H 2.60 -8.23 9.95 -0.240
C -0.32 -9.68 5.94 -0.495
Br 1.55 -9.28 6.26 0.177
Br -1.42 -8.08 5.96 0.071
Br -0.57 -10.70 4.31 -0.033
H -0.66 -10.31 6.76 0.358
C -5.54 -5.48 6.93 -0.307
Br -5.48 -6.56 5.32 -0.033
Br -3.79 -5.31 7.75 -0.032
Br -6.35 -3.74 6.60 -0.023
H -6.18 -6.00 7.64 0.360
C -1.06 5.61 -3.38 0.050
Br 0.51 5.06 -4.38 -0.005
Br -0.76 7.29 -2.46 -0.067
Br -2.63 5.65 -4.51 0.019
H -1.24 4.86 -2.61 -0.042

---

9
Properties=species:S:1:pos:R:3:nbo_charge:R:1 method="wB97M-V/def2-TZVPD" de_lowest_kcal_mol=112.1 orbital_gap_ev="7.03 / 7.03" total_charge=+1 largest_force_ha_per_bohr=0.13892 e_homo_ev="-15.14 / -15.14" energy_ev=-18638.870
C -0.52 0.59 0.79 0.867
N -1.32 0.38 -0.20 -0.771
N 1.09 -0.78 0.27 -0.749
O -0.46 1.18 1.83 -0.397
Cl -1.99 2.02 2.47 0.296
H -0.90 -0.14 -1.03 0.486
H -2.30 0.72 -0.14 0.460
H 1.61 -0.47 -0.54 0.384
H 1.60 -1.15 1.18 0.424

---

71
Properties=species:S:1:pos:R:3:mulliken_charge:R:1 method="wB97M-V/def2-TZVPD" orbital_gap_ev=5.43 total_charge=-2 largest_force_ha_per_bohr=0.03644 e_homo_ev=-1.18 energy_ev=-140109.095
Pd -0.24 -0.63 0.17 -0.688
O -2.79 -2.80 -2.20 -0.643
As -2.44 -2.82 -0.47 0.921
O -3.32 -4.08 0.11 -0.906
O -2.74 -1.36 0.25 -0.608
C -0.52 -3.22 -0.26 0.377
C -0.24 -4.15 0.73 -0.332
C 1.06 -4.42 1.12 -0.372
C 2.12 -3.79 0.48 -0.537
C 1.87 -2.87 -0.52 -0.771
C 0.55 -2.53 -0.86 -0.369
S 0.45 -1.27 -2.17 1.589
O 1.35 -0.19 -1.72 -0.498
O 0.94 -1.93 -3.37 -0.919
O -0.93 -0.79 -2.31 -0.770
H -2.28 -2.03 -2.52 0.456
H -1.09 -4.64 1.20 0.527
H 1.25 -5.14 1.91 0.365
H 3.14 -4.01 0.76 0.330
H 2.68 -2.37 -1.04 0.399
C -1.87 -0.10 3.14 -1.290
N -0.49 0.41 2.82 0.357
P -0.70 1.41 1.39 -0.127
C -1.53 2.87 2.23 0.548
C -2.06 3.86 1.40 -0.471
C -2.63 5.01 1.93 -0.672
C -2.70 5.18 3.31 -0.476
C -2.20 4.19 4.14 -0.815
C -1.62 3.05 3.61 0.003
C 0.91 2.32 1.29 0.886
C 1.38 2.64 0.03 -0.277
C 2.57 3.36 -0.11 -0.633
C 3.28 3.74 1.01 -0.507
C 2.81 3.43 2.28 -0.615
C 1.62 2.73 2.42 -0.244
P 0.48 -1.05 2.48 2.055
C 0.41 -1.53 4.29 -0.791
C 0.09 -2.84 4.64 -0.479
C -0.04 -3.21 5.98 -0.603
C 0.16 -2.27 6.98 -0.580
C 0.48 -0.96 6.64 -0.736
C 0.60 -0.59 5.31 0.303
C 2.28 -0.58 2.48 1.160
C 3.16 -0.77 3.55 -0.943
C 4.53 -0.59 3.40 -0.694
C 5.06 -0.20 2.19 -0.912
C 4.21 -0.03 1.10 -0.887
C 2.85 -0.25 1.24 -0.153
H -2.55 0.75 3.28 0.513
H -1.84 -0.67 4.07 0.337
H -2.28 -0.72 2.34 0.276
H -2.01 3.72 0.33 0.421
H -3.03 5.77 1.28 0.374
H -3.15 6.07 3.73 0.345
H -2.25 4.31 5.22 0.397
H -1.22 2.28 4.26 0.203
H 0.85 2.28 -0.84 0.267
H 2.94 3.59 -1.10 0.384
H 4.22 4.28 0.90 0.354
H 3.37 3.72 3.16 0.383
H 1.24 2.49 3.40 0.154
H -0.08 -3.56 3.85 0.273
H -0.29 -4.23 6.23 0.402
H 0.06 -2.55 8.02 0.316
H 0.64 -0.22 7.42 0.404
H 0.84 0.43 5.04 0.246
H 2.78 -1.07 4.52 0.293
H 5.18 -0.75 4.25 0.397
H 6.13 -0.05 2.08 0.338
H 4.60 0.25 0.13 0.480
H 2.22 -0.17 0.37 0.487

---

21
Properties=species:S:1:pos:R:3:nbo_charge:R:1 method="wB97M-V/def2-TZVPD" de_lowest_kcal_mol=77.8 orbital_gap_ev=7.81 total_charge=0 largest_force_ha_per_bohr=0.03200 e_homo_ev=-7.22 energy_ev=-9400.234
C 0.24 -0.64 1.32 0.635
C 0.17 -1.09 -1.39 -1.101
C 1.30 0.41 1.20 -0.688
N 0.63 -1.91 1.57 -0.766
N -1.01 -0.24 1.47 -0.780
H -0.05 -2.64 1.51 0.400
H 1.56 -2.17 1.29 0.408
H -1.32 0.52 0.67 0.489
H -1.70 -0.97 1.61 0.377
H 0.91 1.27 0.67 0.267
H -0.55 0.07 -1.03 0.393
H 1.25 -1.21 -1.22 0.168
H -0.33 -2.02 -1.11 0.173
H 2.17 0.03 0.66 0.232
H 1.61 0.71 2.20 0.242
C -0.97 2.21 -1.40 -0.229
O -1.31 1.05 -0.69 -0.887
H 0.04 -0.97 -2.47 0.211
H -0.46 1.96 -2.34 0.157
H -0.30 2.88 -0.84 0.137
H -1.88 2.76 -1.68 0.163

---

17
Properties=species:S:1:pos:R:3:nbo_charge:R:1 method="wB97M-V/def2-TZVPD" de_lowest_kcal_mol=56.5 orbital_gap_ev=8.67 total_charge=+1 largest_force_ha_per_bohr=0.07005 e_homo_ev=-12.06 energy_ev=-21622.309
C 1.64 -0.49 0.23 0.351
C -1.69 -0.56 -0.94 0.077
C 0.48 1.69 -0.43 -0.585
C -0.35 0.73 0.38 0.497
N -2.74 -0.25 -0.39 -0.671
N 0.50 -0.31 0.86 -0.574
N 2.45 -1.52 0.39 -0.735
O -1.36 1.12 1.12 -0.673
S 1.97 0.77 -0.92 0.381
H -1.39 -1.16 -1.78 0.197
H -0.04 2.05 -1.32 0.275
H 0.77 2.56 0.18 0.259
H -3.69 -0.51 -0.59 0.408
H 0.14 -0.95 1.57 0.441
H 2.23 -2.27 1.03 0.428
H 3.32 -1.58 -0.12 0.437
H -2.24 0.68 0.73 0.487

---

18
Properties=species:S:1:pos:R:3:nbo_charge:R:1 method="wB97M-V/def2-TZVPD" de_lowest_kcal_mol=131.1 orbital_gap_ev="7.18 / 7.69" total_charge=0 largest_force_ha_per_bohr=0.06180 e_homo_ev="-6.92 / -7.47" energy_ev=-11843.722
C -0.24 1.14 0.81 -0.008
C -1.07 0.06 1.31 0.066
C 0.94 -1.31 -0.45 0.469
C -2.22 0.53 2.24 -0.650
C 1.70 0.26 -2.05 -0.425
N 0.53 1.11 -0.26 -0.243
N -1.09 -1.13 0.84 -0.475
N 0.86 -0.05 -0.93 -0.308
O 0.92 -2.28 -1.35 -0.629
H -0.39 2.15 1.16 0.201
H 1.24 -1.53 0.56 0.219
H -2.74 1.43 2.01 0.209
H -1.81 0.65 3.23 0.210
H -2.90 -0.25 2.27 0.229
H 2.61 0.67 -1.64 0.209
H 1.91 -0.58 -2.75 0.207
H 1.27 1.03 -2.79 0.222
H 0.47 -1.90 -2.18 0.496

---

20
Properties=species:S:1:pos:R:3:nbo_charge:R:1 method="wB97M-V/def2-TZVPD" s2=0.750 de_lowest_kcal_mol=31.1 orbital_gap_ev="1.93 / 8.49" multiplicity=2 total_charge=-1 largest_force_ha_per_bohr=0.05047 e_homo_ev="1.10 / -5.53" energy_ev=-9941.450
C 1.17 1.25 -0.08 -0.251
N 1.71 0.39 -1.20 -0.661
C 0.80 -0.66 -1.53 -0.250
C -0.61 -0.04 -1.19 -0.452
C -0.31 0.88 0.06 -0.442
H 1.48 0.97 0.93 0.182
H 1.47 2.29 -0.45 0.180
H 2.66 0.07 -1.02 0.348
H 0.83 -0.80 -2.66 0.190
H 0.87 -1.47 -0.80 0.170
H -1.42 -0.77 -0.98 0.246
H -0.86 0.60 -2.03 0.183
H -0.91 1.81 0.05 0.216
H -0.42 0.36 1.03 0.214
H 1.83 -0.77 3.41 0.450
H 1.96 -2.11 2.82 0.448
O 1.47 -1.33 2.74 -0.971
H -4.27 -0.58 0.81 0.294
H -4.01 0.08 -0.36 0.311
O -3.44 -0.16 0.44 -1.403